[1]
# C31H59CsN3OSSi3

A structure of composition C31H59CsN3OSSi3 (the ωB97M-V functional and the def2-TZVPD basis, the OMol25 dataset).

Structure (XYZ):
```
99
Properties=species:S:1:pos:R:3:forces:R:3:mulliken_charge:R:1
Cs 0.184548 0.444215 0.328764 -0.477 0.391 0.184 1.43
C -2.212838 3.450609 2.853283 0.002 -0.027 -0.012 -1.52
C -1.900181 3.715742 1.404805 0.016 -0.024 0.002 1.21
C -2.645078 3.131620 0.382816 0.103 -0.064 0.024 -0.35
C -2.315676 3.330446 -0.957697 0.084 0.035 0.040 0.34
C -3.120226 2.680925 -2.050287 -0.007 0.034 -0.014 -1.18
C -1.236813 4.156628 -1.264462 -0.003 0.071 0.106 -0.37
C -0.502526 4.791750 -0.263597 -0.054 -0.064 0.002 0.81
C 0.591001 5.771097 -0.599058 0.012 -0.041 0.012 -1.64
C -0.829923 4.538110 1.065115 -0.033 0.045 -0.094 -0.81
H -1.561501 2.666547 3.249661 -0.021 -0.019 -0.010 0.16
H -3.240296 3.113569 2.980760 -0.016 0.006 0.002 0.38
H -2.066569 4.348562 3.455807 0.017 -0.005 -0.008 0.47
H -3.481990 2.487783 0.637395 0.020 -0.006 -0.024 0.23
H -3.373092 1.654353 -1.790823 -0.010 -0.017 0.006 -0.12
H -2.567059 2.667969 -2.989938 -0.001 0.004 0.006 0.32
H -4.054384 3.223364 -2.217462 0.006 0.003 0.004 0.38
H -0.969904 4.319392 -2.304070 -0.002 -0.001 0.009 0.24
H 0.260829 6.792116 -0.392178 0.001 -0.005 -0.001 0.45
H 0.871045 5.710165 -1.648613 0.003 -0.007 -0.025 0.29
H 1.486285 5.585522 -0.004057 0.000 -0.003 -0.001 0.35
H -0.251360 5.007956 1.855252 -0.004 0.000 -0.010 0.42
C -0.354415 -1.961897 -3.310460 0.038 0.044 -0.072 -1.04
O 0.317283 -1.256568 -2.282052 -0.029 -0.168 0.042 -0.34
Si 2.010768 -1.400254 -2.056191 0.076 -0.113 -0.075 -1.69
C 2.664983 -2.174841 -3.652759 -0.004 -0.013 -0.013 -1.12
C 2.144860 -2.790700 -0.778239 0.048 -0.040 -0.059 -0.67
C 2.701464 0.161874 -1.554560 0.244 -0.048 -0.213 2.19
Si 4.198898 0.093828 -0.532712 -0.040 0.002 0.004 -0.01
C 3.893306 -0.488748 1.243915 -0.012 -0.019 0.017 -0.99
C 5.055669 1.766050 -0.295387 0.009 0.007 0.015 -1.19
C 5.565866 -1.030739 -1.221852 0.026 -0.010 0.032 -1.05
Si 2.615009 1.450926 -2.828608 -0.002 -0.022 0.022 -0.57
C 1.078152 1.319690 -3.929545 -0.009 0.011 0.003 -0.90
C 2.489383 3.202509 -2.129912 0.012 0.046 0.002 -0.57
C 4.074756 1.482801 -4.041084 -0.001 0.019 -0.021 -1.09
H 0.053235 -1.714564 -4.294394 -0.006 0.003 0.004 0.33
H -1.409265 -1.685426 -3.290848 -0.005 0.005 0.023 0.16
H -0.274713 -3.048473 -3.177203 0.003 -0.005 0.005 0.34
H 2.204847 -3.140369 -3.882475 0.008 0.002 -0.012 0.33
H 3.740552 -2.333667 -3.533187 -0.003 0.006 0.008 0.32
H 2.530491 -1.518236 -4.516225 0.007 0.002 0.004 0.32
H 1.677462 -3.690876 -1.192262 0.012 -0.014 0.021 0.35
H 1.651068 -2.556076 0.169836 0.060 0.025 -0.022 0.24
H 3.182329 -3.044111 -0.547465 0.000 0.024 -0.001 0.36
H 3.361245 0.270987 1.826101 -0.009 0.007 -0.029 0.11
H 4.840962 -0.677014 1.758399 -0.001 0.009 -0.004 0.43
H 3.303827 -1.405619 1.300186 0.016 -0.005 0.016 0.30
H 4.395838 2.481453 0.201809 0.004 -0.002 -0.002 0.27
H 5.395251 2.215382 -1.231322 -0.008 -0.006 -0.001 0.26
H 5.932567 1.623761 0.343909 0.001 0.005 -0.007 0.36
H 5.246732 -2.075579 -1.276696 -0.009 0.007 -0.007 0.28
H 6.470938 -0.992538 -0.607206 -0.002 -0.007 -0.004 0.38
H 5.828910 -0.716056 -2.236050 0.000 0.001 0.005 0.28
H 0.159532 1.346976 -3.336493 0.003 -0.006 -0.001 0.09
H 1.052917 0.401433 -4.521187 0.005 -0.001 0.006 0.24
H 1.061065 2.163581 -4.626943 -0.007 -0.008 -0.002 0.42
H 1.642387 3.263808 -1.441732 -0.025 0.017 0.022 -0.27
H 2.316120 3.925124 -2.934310 0.002 0.000 0.001 0.33
H 3.383105 3.512548 -1.586611 -0.003 -0.007 -0.009 0.46
H 4.127292 0.538331 -4.590454 0.006 0.003 0.002 0.28
H 5.027414 1.609113 -3.519597 -0.006 -0.001 0.004 0.29
H 3.979946 2.294583 -4.769674 0.004 -0.004 0.000 0.36
C -5.078466 -1.383855 2.835342 0.004 0.010 0.005 -0.79
N -3.820918 -1.146226 3.513694 -0.016 -0.021 0.008 -0.15
C -3.619179 0.276973 3.691450 0.005 0.022 -0.015 -0.77
C -2.721255 -1.737352 2.745354 -0.016 -0.018 -0.026 0.73
C -1.382692 -1.733830 3.450625 0.027 0.023 0.032 -0.97
C -1.150841 -2.780855 4.347142 -0.001 0.017 0.034 -0.24
C 0.040475 -2.855275 5.053441 -0.002 -0.006 0.001 -0.80
C 0.988240 -1.858486 4.859535 0.017 0.019 0.006 -0.46
C 0.733907 -0.827142 3.958407 -0.040 -0.019 -0.015 -0.71
C -0.444524 -0.708620 3.191152 -0.076 -0.056 0.046 0.46
H -5.898650 -0.944898 3.407805 0.001 -0.003 0.001 0.33
H -5.258532 -2.458711 2.748534 0.005 0.005 0.007 0.27
H -5.096393 -0.948475 1.818971 -0.003 0.007 0.003 0.20
H -4.407216 0.687033 4.328504 0.006 0.002 0.001 0.42
H -3.639205 0.806529 2.721948 0.006 0.017 -0.001 0.14
H -2.645945 0.461096 4.142608 -0.003 -0.006 0.007 0.21
H -2.621355 -1.220701 1.772958 0.002 0.025 0.024 -0.05
H -3.032026 -2.768571 2.545686 0.026 0.015 -0.009 -0.33
H -1.913808 -3.542527 4.500850 -0.004 0.005 -0.001 0.30
H 0.225653 -3.672238 5.742174 -0.003 0.002 0.005 0.37
H 1.925432 -1.890545 5.408473 0.005 0.001 -0.007 0.36
H 1.513582 -0.069183 3.857224 0.023 -0.033 -0.036 0.38
C -4.059334 -4.438320 0.571332 -0.012 0.006 -0.057 -1.04
N -4.078134 -3.141188 -0.081006 0.076 -0.026 0.050 0.04
C -3.096356 -2.401390 -0.643489 -0.206 -0.059 -0.018 0.30
S -3.570910 -1.040590 -1.542767 0.129 0.010 0.092 -0.51
N -1.804514 -2.717248 -0.512333 0.035 -0.003 -0.074 0.46
C -1.166516 -3.748845 0.294686 0.010 0.018 0.025 -0.11
H -5.055316 -4.608657 0.975817 -0.003 -0.001 -0.013 0.37
H -3.360259 -4.475679 1.401592 -0.009 -0.013 0.006 0.33
H -3.834834 -5.248314 -0.126758 0.018 -0.003 0.005 0.31
H -4.981587 -2.745203 -0.272655 -0.011 0.018 -0.001 0.27
H -1.181178 -2.107938 -1.029742 -0.006 0.010 0.011 -0.52
H -1.541645 -4.743058 0.060523 0.004 -0.005 -0.002 0.35
H -1.257826 -3.549508 1.363195 -0.021 -0.002 -0.005 -0.05
H -0.110202 -3.729052 0.049851 -0.006 -0.015 0.005 -0.19
```
Positions in Å, forces in eV/Å.

orbital gap: 5.80 eV
F_max: 0.644 eV/Å
molar mass: 739.1 Da
energy above the lowest of the compared OMol25 structures with the same formula, charge and spin: 34.3 kJ/mol
DFT total energy: -2743.084017 a.u.
charge: -1
multiplicity: 1

[2]
# C31H60AlCl2FMgN5O5S2

A structure of composition C31H60AlCl2FMgN5O5S2 (the ωB97M-V functional and the def2-TZVPD basis, the OMol25 dataset).

Structure (XYZ):
```
108
Properties=species:S:1:pos:R:3:forces:R:3:mulliken_charge:R:1
C 5.045498 -3.278832 1.006326 0.739 0.876 0.188 -1.28
C 5.184735 -1.965249 1.823957 -0.685 -0.395 -0.177 -0.38
C 3.800286 -1.330314 2.048720 0.797 0.273 0.434 -0.10
C 3.762133 -0.491036 3.326048 -0.168 -0.100 -0.074 -1.02
C 2.359547 -0.230882 3.900431 0.075 0.080 0.305 -0.97
C 1.801273 1.184972 3.590403 -0.627 -0.625 -0.156 -0.78
C 0.535499 1.341950 2.654097 1.154 -0.302 0.421 1.31
C 0.973907 2.282816 1.541211 0.474 -0.641 -0.024 -1.73
N -0.025787 2.602279 0.533640 -0.262 0.678 0.680 0.52
C 0.553098 3.572739 -0.470353 -0.422 -0.753 -0.704 -1.35
C 1.626705 2.968333 -1.372264 0.499 0.534 0.663 -0.60
C 3.076602 3.224660 -0.921385 -0.362 -0.106 -0.925 -0.56
C 4.022108 2.382753 -1.795242 0.266 0.132 0.610 -1.16
C 4.463160 1.095858 -1.088101 0.017 0.587 -0.123 0.30
C 5.688430 0.473645 -1.746523 -0.355 -0.088 -0.550 -1.08
C 5.342642 -0.345516 -2.997599 -0.008 -0.654 0.616 -0.55
C 4.295814 -1.447941 -2.714546 0.426 0.410 -0.394 -0.80
C -1.079939 3.311768 1.139674 -0.446 -0.485 -0.108 -0.02
S -0.882484 4.345572 2.430890 -0.004 0.540 0.196 -0.07
S -2.684245 3.259201 0.508404 -0.209 0.173 0.075 -0.12
C -3.001709 1.641256 -0.285596 0.921 0.284 -0.464 -0.79
C -2.180535 1.370192 -1.567800 -0.381 -0.200 0.008 -0.41
C -1.417027 0.025192 -1.687482 0.400 0.636 0.107 -0.84
N -1.707208 -1.014141 -0.700226 -1.779 0.996 -0.592 0.49
C -2.853011 -1.676592 -0.852131 0.830 -0.165 0.395 -0.48
N -3.060970 -2.749925 -0.094360 -0.524 0.192 -0.127 0.54
O -2.135919 -3.116045 0.877687 -0.451 -0.518 -0.042 -0.29
C -2.444756 -2.518583 2.007648 0.914 1.086 -0.067 0.64
N -2.507824 -1.757619 2.869452 -0.590 -0.463 0.310 -0.45
N -3.798931 -1.318553 -1.788652 -0.384 -0.621 -0.195 0.81
C -3.681764 -1.982485 -3.094793 0.823 0.188 -0.252 -1.18
C -5.165652 -1.114041 -1.262504 0.060 -0.128 0.637 -0.46
C -6.093163 -2.320751 -1.222081 -0.320 0.413 -0.373 -1.47
H 5.750104 -3.237737 0.178829 -0.099 -0.263 -0.245 0.29
H 5.321385 -4.132333 1.617984 -0.241 -0.207 -0.020 0.35
H 4.031666 -3.363777 0.629570 -0.047 -0.266 -0.131 0.34
H 5.627599 -2.188346 2.793836 0.145 0.036 0.033 0.49
H 5.842564 -1.270167 1.307501 0.134 0.123 0.045 0.18
H 3.560129 -0.696797 1.197804 -0.373 -0.192 -0.246 -0.12
H 3.076051 -2.134270 2.134102 -0.244 0.070 -0.094 0.39
H 4.268777 0.466186 3.177705 0.150 0.032 -0.034 0.33
H 4.360166 -1.021560 4.066540 -0.070 -0.013 0.198 0.54
H 2.430312 -0.318188 4.984144 0.008 0.068 0.106 0.46
H 1.662232 -1.000526 3.591270 -0.079 -0.028 -0.171 0.53
H 1.560734 1.582525 4.597580 0.387 0.124 0.039 0.09
H 2.634367 1.766758 3.197095 -0.078 0.348 0.075 0.62
H 0.237234 0.288479 2.239467 0.086 1.515 0.672 -0.74
H -0.325105 1.752425 3.243045 -0.640 -0.966 -0.781 0.50
H 1.407897 3.204145 1.957501 0.111 0.072 -0.105 0.69
H 1.797827 1.749577 1.070281 -0.033 -0.024 -0.307 0.22
H 0.904906 4.461431 0.059151 0.108 0.037 0.043 0.67
H -0.283791 3.860492 -1.103385 -0.086 0.227 0.097 0.81
H 1.540210 3.468363 -2.335194 -0.156 -0.214 -0.220 0.48
H 1.485284 1.897141 -1.512359 -0.246 -0.083 0.001 0.04
H 3.314027 4.275540 -1.083382 -0.149 0.155 0.117 0.43
H 3.215587 3.036362 0.139822 0.132 -0.166 0.077 0.30
H 4.881233 3.005453 -2.044291 0.227 -0.167 -0.005 0.48
H 3.550132 2.120499 -2.742860 -0.122 0.146 -0.102 0.40
H 4.666913 1.348014 -0.045376 0.129 -0.084 0.078 0.35
H 3.602933 0.424683 -1.090988 0.072 -0.279 0.172 -0.02
H 6.348365 1.278562 -2.071845 0.223 0.056 0.247 0.42
H 6.242774 -0.157356 -1.054588 -0.018 -0.075 0.143 0.26
H 6.248082 -0.861777 -3.310573 0.172 0.285 -0.292 0.41
H 5.003627 0.310152 -3.796173 0.070 0.007 -0.166 0.33
H 3.323722 -1.132833 -3.086766 -0.254 -0.155 0.267 0.22
H 4.571312 -2.367379 -3.225660 -0.101 -0.074 -0.085 0.38
H 4.265347 -1.663561 -1.650497 -0.245 -0.085 0.132 0.01
H -4.046249 1.735147 -0.567245 -0.180 0.064 0.246 0.27
H -2.927237 0.888349 0.494690 0.085 -0.063 0.051 0.40
H -1.481548 2.185663 -1.706954 0.215 -0.069 -0.022 0.34
H -2.866411 1.435573 -2.409506 -0.100 -0.015 -0.047 0.58
H -1.568128 -0.383290 -2.678832 -0.099 -0.127 -0.068 0.42
H -0.351151 0.226526 -1.621025 0.100 -0.168 0.295 0.22
H -1.504250 -0.734864 0.264229 1.367 -0.988 0.162 -0.30
H -3.888481 -3.328224 -0.162211 0.069 -0.103 -0.002 0.02
H -4.416341 -2.761595 -3.274079 -0.200 0.059 0.118 0.30
H -2.705506 -2.463818 -3.144297 0.048 -0.110 0.002 0.43
H -3.668742 -1.234468 -3.885021 -0.358 0.017 -0.105 0.31
H -5.065421 -0.738185 -0.242529 0.146 0.123 0.035 0.29
H -5.609784 -0.292057 -1.820275 -0.054 -0.078 -0.260 0.51
H -7.055742 -1.980471 -0.844705 -0.063 0.021 0.104 0.43
H -5.774107 -3.125691 -0.564416 0.105 -0.097 -0.052 0.35
H -6.290545 -2.706271 -2.217614 0.085 -0.266 -0.016 0.37
O -4.481281 6.769481 4.990733 -0.145 -0.631 -0.599 -0.58
C -3.364630 6.285892 5.261956 -1.237 2.147 2.294 0.87
C -2.079230 7.159614 4.629984 1.486 -4.299 -2.237 -0.01
O -0.984988 6.648797 4.883789 0.058 0.703 0.230 -0.43
H -3.103666 5.244901 4.757303 0.282 -1.019 -0.487 -0.94
H -3.110839 6.139227 6.338193 0.292 -0.006 -0.061 0.35
H -2.330466 8.281637 5.169759 -1.605 2.998 0.782 0.16
H -2.292809 7.359716 3.557906 -0.057 0.694 0.150 0.33
Al 0.132042 3.024888 4.354632 -0.450 1.060 0.346 -0.06
F -2.974848 2.512285 3.555718 -0.156 -0.476 0.625 -0.40
Cl -2.965341 9.712612 5.018133 0.854 -1.563 0.322 -0.30
Cl 0.478601 -1.318580 1.422322 -0.251 -0.812 -0.784 -0.64
O -4.478143 -5.334483 -2.615747 -0.011 0.231 -0.062 -0.58
C -3.827823 -5.958833 -3.413116 0.113 -0.122 0.350 0.51
O -4.388964 -6.706280 -4.375357 0.008 0.076 -0.016 -0.35
C -3.373409 -7.424116 -5.107245 0.209 -0.104 -0.167 -0.46
C -2.091766 -6.635114 -4.880406 0.085 0.045 0.105 -0.57
C -2.314847 -6.072504 -3.477459 -0.049 0.009 -0.542 -0.15
H -3.315213 -8.438414 -4.710115 -0.022 0.018 0.052 0.26
H -3.655400 -7.474185 -6.155052 -0.200 0.044 0.050 0.34
H -1.192444 -7.237923 -4.980992 -0.042 -0.063 0.020 0.34
H -2.028049 -5.816315 -5.598420 -0.012 -0.022 -0.025 0.27
H -1.982297 -6.762153 -2.700420 -0.008 0.076 0.078 0.31
H -1.846786 -5.100852 -3.342116 -0.014 -0.025 0.261 0.10
Mg -3.142878 3.243518 5.169566 0.414 1.044 -0.959 0.89
```
Positions in Å, forces in eV/Å.

orbital gap: 4.92 eV
F_max: 5.069 eV/Å
molar mass: 788.2 Da
DFT total energy: -4125.747552 a.u.
charge: +1
multiplicity: 1